# 1
Here is a molecular structure, C2H4N4O2 in a non-equilibrium geometry from the OMol25 dataset. Energies are from ωB97M-V/def2-TZVPD.

Positions of all 12 atoms, in Å:
C (-0.364641, -0.545833, -0.078995)
C (0.370826, 1.445823, -0.607772)
H (-1.371187, -3.388503, 0.954860)
H (0.264295, -2.779415, 1.897579)
H (1.138483, 2.056429, 1.842252)
H (1.729353, 2.946298, -0.847182)
N (-0.491902, -2.738982, 0.819353)
N (-1.031567, -1.699765, -0.004582)
N (0.279469, 1.319740, 0.768510)
N (0.925551, 2.369648, -1.347963)
O (0.582475, -0.321959, 0.798460)
O (-0.528589, 0.448306, -0.970228)

Forces on the atoms, in the same order (eV/Å):
C -2.45 -5.90 1.24
C 1.37 3.11 -0.70
H 2.69 1.75 0.10
H -3.34 1.32 -4.13
H -2.26 -2.66 -4.13
H -2.61 -1.72 -0.82
N -0.55 -2.12 2.48
N 2.34 3.21 -0.26
N 3.46 0.16 5.12
N 0.16 -1.71 2.09
O 0.82 4.03 0.96
O 0.36 0.54 -1.95

Summary:
Highest occupied orbital energy: -0.29841 hartree
Net charge: 0
Gap between HOMO and LUMO: 6.68 eV
Spin multiplicity: 1
Maximum force: 0.127 hartree/bohr
Electronic energy: -447.789605 Ha
Energy relative to the best compared isomer or geometry (same formula, charge and spin): 821.27 kJ/mol

Want to see where the charge sits? The natural (NBO) charges in e are:
1 C 0.6830
2 C 0.6039
3 H 0.3788
4 H 0.3605
5 H 0.4115
6 H 0.3796
7 N -0.7054
8 N -0.3100
9 N -0.3510
10 N -0.6411
11 O -0.3716
12 O -0.4382

---

# 2
Here is 3 unconnected molecules or ions with the total composition C16H33ClF2NO2P in a non-equilibrium geometry from the OMol25 dataset. Energies are from ωB97M-V/def2-TZVPD.

Positions of all 56 atoms, in Å:
O (7.695889, -3.716626, -2.016071)
C (6.506833, -3.702734, -2.379082)
N (5.871178, -4.499034, -3.489389)
C (4.534146, -4.865433, -2.903150)
C (3.966224, -3.372596, -2.512453)
P (2.313068, -3.697067, -1.673929)
O (1.316236, -2.325645, -2.085493)
Cl (2.392731, -3.637267, 0.425709)
C (5.254756, -2.845453, -1.753111)
F (5.311014, -2.735784, -0.343755)
F (5.522829, -1.497195, -2.183149)
H (5.607642, -3.779933, -4.198651)
H (3.721072, -5.270041, -3.589011)
H (4.680776, -5.316712, -1.863934)
H (3.856674, -2.616558, -3.377441)
H (1.255440, -2.375264, -3.075929)
C (-0.931583, -0.349216, -0.529816)
C (-2.107015, 0.575238, -0.815751)
C (-2.858758, 0.216991, -2.098587)
C (-2.036130, 0.315174, -3.387272)
C (-1.416963, 1.686644, -3.662582)
C (-2.451426, 2.787616, -3.847674)
H (-0.173074, -0.292153, -1.313293)
H (-0.454035, -0.070498, 0.413629)
H (-1.264268, -1.387599, -0.446235)
H (-1.759380, 1.612974, -0.851854)
H (-2.808113, 0.516515, 0.024013)
H (-3.741897, 0.859024, -2.179724)
H (-3.240435, -0.807020, -2.011607)
H (-2.681973, 0.041584, -4.229891)
H (-1.236951, -0.433393, -3.367240)
H (-0.814583, 1.616968, -4.575029)
H (-0.725549, 1.962121, -2.860009)
H (-3.127767, 2.552018, -4.674177)
H (-1.956000, 3.735101, -4.076670)
H (-3.048479, 2.937230, -2.944855)
C (-3.046505, 2.722036, 2.467799)
C (-1.561601, 2.575660, 2.769262)
C (-1.194332, 1.207297, 3.345764)
C (-1.842411, 0.869468, 4.692340)
C (-1.556790, 1.862225, 5.820568)
C (-0.080742, 1.956394, 6.179869)
H (-3.652906, 2.637673, 3.372806)
H (-3.245844, 3.702235, 2.026234)
H (-3.376446, 1.958249, 1.758434)
H (-1.242560, 3.375087, 3.445733)
H (-1.001751, 2.720759, 1.838629)
H (-0.105211, 1.146143, 3.439610)
H (-1.476478, 0.431421, 2.624301)
H (-1.499549, -0.125384, 4.999593)
H (-2.926568, 0.785954, 4.564181)
H (-2.112601, 1.544336, 6.709378)
H (-1.936778, 2.855496, 5.561326)
H (0.309453, 0.980935, 6.483507)
H (0.060460, 2.650498, 7.012907)
H (0.517029, 2.321542, 5.341218)

Forces on the atoms, in the same order (eV/Å):
O -5.06 0.16 -1.60
C 2.01 -0.38 0.82
N -0.08 0.45 0.75
C -0.91 2.94 0.60
C 1.55 0.49 1.64
P -1.80 0.45 -0.48
O 1.75 -1.44 -0.35
Cl 0.30 0.60 -1.22
C 1.30 2.11 0.49
F -0.53 -0.81 -2.69
F -0.45 -1.93 0.44
H 0.74 -0.75 0.24
H 1.77 -0.30 0.88
H -0.39 -0.26 -1.79
H -0.06 -1.49 1.07
H -0.12 0.15 1.19
C 0.07 0.16 0.08
C -0.07 -0.12 0.03
C -0.07 0.08 -0.01
C 0.07 -0.05 0.03
C -0.03 -0.10 -0.09
C 0.09 0.16 0.03
H -0.03 -0.07 0.08
H 0.03 -0.08 -0.06
H 0.07 0.03 -0.05
H -0.05 -0.02 -0.02
H 0.01 0.06 -0.08
H 0.03 -0.03 -0.03
H 0.03 0.05 0.02
H 0.04 0.03 0.03
H -0.03 0.00 0.03
H 0.01 -0.01 0.08
H -0.02 -0.05 -0.01
H 0.00 0.02 0.07
H -0.11 -0.03 0.00
H 0.00 -0.01 -0.07
C -0.03 0.18 0.01
C 0.02 -0.13 -0.08
C 0.11 0.01 0.04
C -0.11 0.03 -0.04
C -0.03 -0.15 0.01
C 0.02 0.16 0.09
H 0.00 -0.01 -0.06
H -0.07 -0.09 0.01
H -0.02 0.04 0.07
H 0.02 -0.06 -0.01
H 0.01 0.00 0.08
H -0.04 -0.02 0.01
H 0.00 0.05 0.02
H -0.01 0.06 0.00
H 0.04 -0.01 -0.02
H -0.01 0.05 -0.08
H -0.01 -0.05 -0.02
H 0.01 0.05 -0.05
H 0.07 -0.07 -0.06
H 0.00 -0.05 0.05

Summary:
Highest occupied orbital energy: -0.34918 hartree
Net charge: 0
Gap between HOMO and LUMO: 9.20 eV
Spin multiplicity: 1
Maximum force: 0.103 hartree/bohr
Electronic energy: -1835.910115 Ha

Want to see where the charge sits? The natural (NBO) charges in e are:
1 O -0.4460
2 C 0.6343
3 N -0.6496
4 C -0.2359
5 C -0.6751
6 P 1.0774
7 O -0.9621
8 Cl -0.2663
9 C 0.6087
10 F -0.3230
11 F -0.3593
12 H 0.3703
13 H 0.2467
14 H 0.2232
15 H 0.2721
16 H 0.4864
17 C -0.6113
18 C -0.4002
19 C -0.3970
20 C -0.3943
21 C -0.3987
22 C -0.6097
23 H 0.2073
24 H 0.2095
25 H 0.2022
26 H 0.1928
27 H 0.1988
28 H 0.1994
29 H 0.2002
30 H 0.1988
31 H 0.1937
32 H 0.1980
33 H 0.1962
34 H 0.2007
35 H 0.2094
36 H 0.2021
37 C -0.6097
38 C -0.3995
39 C -0.3986
40 C -0.3968
41 C -0.3982
42 C -0.6096
43 H 0.2005
44 H 0.2088
45 H 0.2008
46 H 0.1946
47 H 0.2017
48 H 0.2008
49 H 0.2008
50 H 0.2003
51 H 0.1990
52 H 0.2008
53 H 0.1934
54 H 0.2014
55 H 0.2088
56 H 0.2010

---

# 3
Here is a molecular structure, C36H43N8OSi2Ti in a non-equilibrium geometry from the OMol25 dataset. Energies are from ωB97M-V/def2-TZVPD.

Positions of all 91 atoms, in Å:
Ti (0.116026, -0.855074, 1.263028)
C (2.326183, 2.899599, 2.692866)
C (1.751123, 1.650796, 2.871017)
N (0.709401, 1.257592, 2.151413)
C (0.172160, 2.156625, 1.316437)
C (0.712055, 3.418593, 1.193946)
N (1.820186, 3.783133, 1.843150)
C (-1.085052, 1.726444, 0.631880)
C (-2.066500, 2.579434, 0.188178)
C (-3.315289, 2.075589, -0.161145)
C (-3.551971, 0.717897, 0.043266)
C (-2.545531, -0.067864, 0.541516)
N (-1.308762, 0.417160, 0.699016)
C (-2.718314, -1.343300, 1.291266)
C (-3.827128, -2.161611, 1.292594)
N (-4.006252, -3.124947, 2.199409)
C (-3.064466, -3.251974, 3.120260)
C (-1.894572, -2.512290, 3.058639)
N (-1.708790, -1.580008, 2.136025)
C (-4.435681, 2.981371, -0.532794)
C (-4.601574, 4.205170, 0.098252)
C (-5.713139, 4.974168, -0.220522)
N (-6.634529, 4.598144, -1.118891)
C (-6.456560, 3.416776, -1.727893)
C (-5.383516, 2.578820, -1.461220)
H (3.210610, 3.192001, 3.249798)
H (2.127816, 0.963892, 3.614758)
H (0.250794, 4.158542, 0.547545)
H (-1.894521, 3.647349, 0.166270)
H (-4.551290, 0.312533, -0.086201)
H (-4.596029, -2.047490, 0.529138)
H (-3.228973, -3.977671, 3.913079)
H (-1.087156, -2.690560, 3.748584)
H (-3.906830, 4.548560, 0.858838)
H (-5.879163, 5.928696, 0.270846)
H (-7.212389, 3.129757, -2.454183)
H (-5.284251, 1.633957, -1.993204)
C (1.689744, -3.660947, -1.794533)
Si (0.114896, -3.558761, -0.839530)
C (-1.082807, -2.402362, -1.721888)
C (-0.723319, -5.195693, -0.738662)
C (0.360771, -2.920141, 0.897142)
Si (1.893506, -3.251102, 1.883610)
C (3.518048, -3.342134, 1.029615)
C (1.625485, -4.688626, 3.004412)
C (2.015968, -1.680832, 2.987138)
H (1.481365, -3.933039, -2.839947)
H (2.341499, -4.440719, -1.375154)
H (2.246680, -2.712653, -1.788336)
H (-2.119797, -2.737865, -1.564352)
H (-0.911027, -2.393296, -2.812149)
H (-1.002337, -1.377726, -1.367689)
H (-0.870196, -5.623303, -1.744090)
H (-1.711346, -5.099625, -0.267329)
H (-0.136012, -5.922033, -0.151336)
H (-0.394398, -3.501941, 1.441957)
H (3.664784, -4.326425, 0.563766)
H (4.324570, -3.201724, 1.761486)
H (3.617889, -2.584078, 0.243348)
H (1.194575, -5.538774, 2.452839)
H (0.937195, -4.435448, 3.826661)
H (2.572501, -5.028042, 3.455001)
H (2.580018, -0.904359, 2.468853)
H (2.543107, -1.893330, 3.919956)
H (1.025968, -1.295518, 3.292354)
C (3.772264, 2.804838, -2.787525)
N (3.497906, 1.815280, -1.728084)
N (2.239325, 1.320437, -1.444367)
C (2.385166, 0.358769, -0.503125)
O (1.392860, -0.327583, -0.007869)
C (3.730305, 0.271725, -0.172359)
C (4.396380, 1.182069, -0.964335)
C (5.859947, 1.477270, -1.056124)
C (1.027410, 1.834713, -2.040003)
C (0.159000, 0.934014, -2.629248)
C (-1.038833, 1.390928, -3.164698)
C (-1.352117, 2.744078, -3.120208)
C (-0.455853, 3.648166, -2.551473)
C (0.737833, 3.194051, -2.000594)
H (2.977269, 2.791063, -3.520653)
H (4.699677, 2.527983, -3.279753)
H (3.870398, 3.806339, -2.376204)
H (4.167150, -0.397445, 0.557627)
H (6.396750, 0.939478, -0.279078)
H (6.057718, 2.545965, -0.945994)
H (6.257302, 1.163253, -2.024091)
H (0.434551, -0.111385, -2.685336)
H (-1.714594, 0.686443, -3.637892)
H (-2.287111, 3.102472, -3.543537)
H (-0.682285, 4.712457, -2.540860)
H (1.436151, 3.895350, -1.552311)

Forces on the atoms, in the same order (eV/Å):
Ti 2.05 -1.69 0.97
C 0.07 0.30 -0.02
C 0.04 -0.21 0.18
N -0.13 -0.18 0.04
C -0.55 -0.07 -0.35
C 0.35 0.47 0.04
N -0.30 -0.08 -0.13
C 0.45 0.31 0.16
C 0.03 0.53 -0.09
C -0.28 0.29 0.05
C -0.60 -0.21 -0.22
C -0.04 -0.40 0.16
N -1.15 0.74 0.08
C -0.16 0.33 -0.33
C -0.58 -0.24 -0.24
N 0.00 0.34 -0.26
C -0.17 -0.21 0.08
C 0.15 -0.06 0.19
N -0.62 -0.18 0.51
C 0.27 -0.35 0.04
C 0.07 0.19 0.11
C -0.35 -0.15 -0.37
N 0.48 -0.32 0.12
C -0.10 0.47 0.21
C -0.08 -0.19 -0.26
H -0.09 -0.04 -0.02
H 0.12 -0.08 -0.06
H 0.10 -0.06 0.06
H -0.02 -0.04 0.00
H 0.12 0.10 0.10
H 0.07 -0.03 0.20
H 0.06 0.09 -0.14
H 0.15 -0.06 0.14
H -0.10 -0.02 -0.07
H -0.01 -0.10 -0.07
H 0.08 0.06 0.08
H -0.05 0.17 0.10
C 0.50 -0.10 -0.34
Si -0.17 0.51 0.20
C -0.28 -0.17 -0.47
C -0.08 -0.77 -0.05
C -0.07 -0.05 0.14
Si -0.40 0.39 0.23
C 0.52 -0.16 -0.43
C 0.03 -0.59 0.42
C 0.11 -0.21 -0.24
H 0.09 0.08 0.23
H -0.10 0.21 -0.16
H -0.10 -0.20 -0.04
H 0.22 0.13 -0.02
H -0.09 0.01 0.32
H 0.00 0.26 -0.05
H 0.00 0.08 0.31
H 0.17 -0.05 -0.08
H -0.22 0.20 -0.20
H 0.05 0.00 -0.02
H 0.03 0.25 0.09
H -0.09 -0.03 -0.13
H 0.02 -0.17 0.12
H 0.13 0.20 0.18
H 0.16 -0.13 -0.21
H -0.32 0.09 -0.07
H -0.02 0.14 0.05
H -0.12 0.01 0.02
H -0.03 0.19 0.31
C -0.04 -0.30 0.29
N -0.10 0.43 -0.43
N -0.04 0.44 -0.45
C -0.65 -0.63 0.74
O 0.98 0.99 -1.50
C 0.38 -0.29 0.33
C 0.34 0.16 -0.09
C -0.20 0.05 -0.06
C 0.30 -0.11 0.21
C -0.02 -0.15 -0.11
C -0.05 0.01 0.02
C 0.03 0.09 -0.01
C 0.05 -0.02 -0.03
C -0.01 0.13 -0.01
H -0.14 -0.08 -0.06
H 0.02 -0.06 0.02
H -0.04 0.02 0.10
H -0.09 0.14 -0.20
H -0.03 0.00 0.00
H -0.03 -0.08 0.02
H -0.03 -0.02 0.04
H -0.06 0.01 0.01
H 0.05 0.06 0.06
H 0.16 -0.05 0.04
H 0.04 -0.20 -0.01
H -0.07 -0.10 -0.06

Summary:
Highest occupied orbital energy (alpha / beta): -0.48356 / -0.49990 hartree
Net charge: +2
Gap between HOMO and LUMO (alpha / beta): 6.63 / 6.91 eV
Spin multiplicity: 2
Maximum force: 0.055 hartree/bohr
Electronic energy: -3338.991999 Ha
Energy relative to the best compared isomer or geometry (same formula, charge and spin): 28.10 kJ/mol

Want to see where the charge sits? The Löwdin charges in e are:
1 Ti 0.9524
2 C -0.0666
3 C -0.0679
4 N 0.0825
5 C -0.1810
6 C -0.0558
7 N 0.1325
8 C -0.1607
9 C 0.0622
10 C -0.1010
11 C 0.0892
12 C -0.1611
13 N 0.0207
14 C -0.1764
15 C -0.0277
16 N 0.1376
17 C -0.0577
18 C -0.0721
19 N 0.0092
20 C -0.1842
21 C -0.0077
22 C -0.1035
23 N 0.0903
24 C -0.1049
25 C -0.0169
26 H 0.1281
27 H 0.1162
28 H 0.1196
29 H 0.1282
30 H 0.1402
31 H 0.1364
32 H 0.1332
33 H 0.1230
34 H 0.1176
35 H 0.1189
36 H 0.1191
37 H 0.1205
38 C -0.1695
39 Si 0.3815
40 C -0.1656
41 C -0.1718
42 C -0.4289
43 Si 0.3870
44 C -0.1676
45 C -0.1628
46 C -0.1855
47 H 0.0496
48 H 0.0378
49 H 0.0290
50 H 0.0412
51 H 0.0502
52 H -0.0200
53 H 0.0521
54 H 0.0379
55 H 0.0451
56 H 0.0106
57 H 0.0491
58 H 0.0539
59 H 0.0168
60 H 0.0459
61 H 0.0378
62 H 0.0522
63 H 0.0135
64 H 0.0701
65 H 0.0176
66 C 0.0487
67 N -0.0170
68 N 0.0958
69 C -0.3330
70 O -0.1518
71 C 0.0746
72 C -0.2224
73 C 0.0181
74 C -0.1853
75 C -0.0017
76 C -0.0413
77 C -0.0576
78 C -0.0550
79 C -0.0452
80 H 0.0993
81 H 0.1026
82 H 0.1059
83 H 0.1232
84 H 0.0959
85 H 0.1007
86 H 0.1024
87 H 0.1170
88 H 0.1213
89 H 0.1210
90 H 0.1248
91 H 0.1196